(1)
ORCA calculation (ωB97M-V/def2-TZVPD) on a structure of composition C29H85F2KNO44P9S3 at a distorted geometry.

```
174
Properties=species:S:1:pos:R:3:forces:R:3:mulliken_charge:R:1
K 2.798 -2.296 2.897 -0.36 -0.47 -0.02 0.997
N 1.130 -0.854 1.423 -1.32 -1.37 -2.52 0.450
S 0.334 0.455 1.222 -1.69 7.48 0.12 0.033
O -1.104 0.438 1.392 1.41 -0.98 -0.54 -0.205
O 0.854 1.320 0.148 -0.76 -1.45 2.01 -0.108
F 0.784 1.197 2.541 0.50 -0.16 0.43 -0.270
S 0.466 -1.547 0.028 0.75 -3.79 -3.69 -0.049
O 0.745 -0.913 -1.299 -0.90 -1.48 3.91 -0.049
O -0.775 -2.310 0.176 2.07 1.99 0.24 -0.474
F 1.582 -2.714 0.091 0.00 0.06 -0.11 -0.373
C 3.811 3.536 -6.642 -0.53 0.90 -1.01 -0.920
O 3.059 2.636 -5.820 0.85 -0.04 0.63 0.095
P 2.786 1.190 -6.398 -1.72 -1.67 -2.06 1.084
O 1.743 1.206 -7.479 1.85 -0.30 1.97 -0.763
O 2.513 0.165 -5.142 0.36 1.79 -1.28 -0.223
C 1.160 0.090 -4.722 -1.69 -0.20 0.46 0.020
O 4.195 0.672 -6.944 0.01 -0.21 0.19 -0.425
C 5.365 0.652 -6.124 0.33 0.56 0.78 -0.269
H 4.886 3.578 -6.469 -0.13 -0.16 0.79 0.252
H 3.323 4.507 -6.553 0.35 0.08 0.48 0.302
H 3.742 3.359 -7.715 -0.38 -0.71 -0.02 0.364
H 0.488 0.844 -5.133 0.41 0.45 -0.27 0.118
H 1.056 0.150 -3.638 0.52 -0.02 0.04 -0.202
H 0.671 -0.834 -5.029 0.50 -0.34 -0.14 0.274
H 6.216 1.095 -6.642 -0.25 0.08 -0.33 0.297
H 5.697 -0.328 -5.782 -0.58 -0.29 -0.33 0.273
H 5.192 1.237 -5.221 0.05 0.04 0.10 -0.169
C -5.827 -3.417 -1.341 -0.51 -2.64 0.17 -0.523
O -5.376 -2.260 -1.908 1.23 2.82 -0.34 -0.087
P -5.834 -0.836 -1.392 -0.13 0.60 1.83 0.629
O -7.277 -0.541 -1.515 1.21 -0.05 -0.41 -0.760
O -5.380 -0.871 0.203 -0.34 0.02 -2.55 -0.442
C -4.808 0.327 0.760 0.37 -0.61 -0.49 -0.566
O -4.771 0.177 -2.123 -0.95 -1.67 0.82 0.105
C -4.750 0.240 -3.533 0.57 1.86 -1.82 -0.589
H -6.676 -3.708 -1.959 -0.13 -0.64 0.43 0.263
H -6.066 -3.455 -0.278 -0.31 0.93 0.04 0.298
H -5.007 -4.133 -1.400 -0.12 -0.27 -0.46 0.052
H -5.348 1.192 0.376 -0.04 0.18 0.57 0.365
H -3.778 0.364 0.404 0.11 0.31 0.31 0.222
H -4.837 0.155 1.836 -0.08 0.55 -0.11 0.299
H -5.182 1.173 -3.893 -1.36 -0.12 0.41 0.168
H -5.085 -0.581 -4.167 -0.29 -0.35 0.81 0.385
H -3.786 0.548 -3.938 0.96 -0.92 0.80 0.172
C 5.843 0.532 0.333 0.53 -1.03 -1.15 -0.893
O 5.334 1.671 -0.375 0.01 0.31 0.89 0.230
P 5.578 1.917 -1.914 0.65 1.25 -2.19 0.515
O 6.804 1.363 -2.522 -0.74 -0.13 0.63 -0.788
O 4.262 1.397 -2.635 1.12 0.15 0.20 -0.228
C 2.987 1.611 -2.060 -1.11 -0.25 0.47 -0.364
O 5.508 3.542 -2.114 -0.31 -0.95 2.63 -0.350
C 5.845 4.150 -3.340 -0.29 -1.06 -1.13 -0.398
H 5.172 -0.327 0.294 -0.91 0.41 0.29 0.246
H 6.148 0.738 1.359 -0.19 0.49 -0.28 0.276
H 6.659 0.076 -0.228 0.62 0.58 0.10 0.438
H 2.977 2.159 -1.117 0.42 0.11 -0.06 0.480
H 2.572 0.630 -1.830 -0.20 0.14 -0.18 -0.016
H 2.346 2.154 -2.755 0.12 -0.14 -0.18 0.184
H 5.886 3.287 -4.005 0.40 0.59 -0.91 0.002
H 6.779 4.712 -3.356 0.13 -0.33 0.49 0.309
H 5.058 4.824 -3.677 -0.20 -0.11 0.28 0.266
C 0.861 -6.257 -3.433 0.64 -0.20 -0.99 -0.761
O -0.300 -6.356 -2.623 -1.34 -0.39 0.11 -0.128
P -1.758 -5.939 -3.186 0.77 -0.35 -1.46 1.134
O -2.889 -5.967 -2.256 0.43 -0.43 0.34 -0.706
O -1.954 -6.897 -4.525 0.10 1.59 1.85 -0.410
C -3.306 -7.204 -4.967 0.54 -0.32 -0.24 -0.654
O -1.472 -4.476 -3.741 0.11 -1.80 -2.43 -0.406
C -1.322 -3.389 -2.903 -0.24 0.27 2.48 0.238
H 1.618 -5.590 -3.021 -0.54 0.51 0.16 0.241
H 0.593 -6.001 -4.458 0.11 0.43 0.09 0.358
H 1.414 -7.190 -3.538 -0.55 -0.53 0.41 0.297
H -4.062 -6.532 -4.560 0.21 0.00 -0.02 0.291
H -3.527 -8.236 -4.696 -0.04 0.11 0.26 0.259
H -3.270 -7.176 -6.056 -0.13 0.29 0.08 0.259
H -2.330 -3.092 -2.615 0.15 0.89 -0.18 0.301
H -0.637 -2.616 -3.254 -0.49 -0.06 -0.62 0.084
H -0.882 -3.725 -1.964 0.22 0.00 0.24 -0.338
C -1.027 -5.526 0.791 0.50 -0.67 0.72 -0.710
O 0.304 -5.477 0.190 1.26 -0.23 0.42 0.114
P 1.631 -5.816 1.047 -3.15 0.80 -0.31 0.736
O 1.707 -5.024 2.309 0.95 -0.34 -0.65 -0.621
O 1.505 -7.396 1.268 0.40 0.08 0.45 -0.175
C 2.491 -8.132 1.995 1.95 -0.25 0.10 -0.742
O 2.768 -5.563 -0.040 0.20 -0.12 0.87 -0.143
C 4.055 -5.284 0.541 0.48 0.73 0.12 -0.726
H -0.903 -6.066 1.730 -0.37 -0.03 0.05 0.234
H -1.716 -6.066 0.142 0.35 0.06 -0.23 0.320
H -1.443 -4.545 1.023 0.49 0.16 -0.32 0.122
H 2.279 -8.509 2.996 -1.20 0.18 -0.23 0.314
H 3.426 -7.605 2.184 -0.15 0.92 -0.11 0.259
H 2.917 -8.953 1.417 -0.88 -0.24 -0.39 0.334
H 4.853 -5.780 -0.012 -0.33 -0.30 0.10 0.289
H 4.086 -5.482 1.612 0.04 -0.59 -0.11 0.361
H 4.284 -4.219 0.505 -0.29 0.25 -0.48 0.110
C -4.320 3.405 -5.742 -0.61 0.51 -1.06 -0.848
O -3.323 3.206 -4.787 1.86 -0.03 1.32 -0.013
P -1.768 3.590 -5.059 1.03 -2.04 -0.11 0.706
O -1.078 2.731 -6.071 -1.28 1.45 1.55 -0.692
O -1.804 5.129 -5.446 -0.02 -0.17 0.83 -0.390
C -2.119 6.093 -4.435 0.30 1.39 0.30 -0.565
O -1.074 3.557 -3.563 -0.99 0.13 -1.70 -0.046
C -1.152 2.387 -2.713 -0.32 0.11 0.15 -0.271
H -4.930 2.508 -5.846 0.16 -0.03 0.00 0.280
H -3.894 3.681 -6.707 -0.01 -0.23 -0.15 0.337
H -4.968 4.232 -5.450 -0.04 -0.01 0.22 0.295
H -1.292 6.802 -4.374 0.29 -0.19 -0.09 0.310
H -2.270 5.734 -3.418 -0.07 -0.63 -0.30 0.086
H -2.962 6.732 -4.696 -0.29 -0.52 -0.39 0.369
H -1.625 1.542 -3.213 -0.04 0.08 -0.04 0.234
H -1.734 2.681 -1.840 -0.12 -0.19 -0.02 0.260
H -0.169 2.073 -2.361 0.12 0.27 -0.29 -0.108
C -1.768 -5.037 7.725 -0.53 -0.69 1.09 -0.797
O -0.955 -4.586 6.637 0.20 0.20 -0.22 -0.276
P -1.602 -4.063 5.280 -0.76 2.11 0.32 0.691
O -2.941 -3.465 5.515 0.92 -1.17 -0.67 -0.740
O -0.563 -2.896 4.709 -0.91 -3.07 2.02 -0.259
C -0.766 -2.502 3.380 0.22 0.65 -0.97 0.900
O -1.440 -5.255 4.227 0.47 1.07 0.82 0.110
C -2.243 -6.420 4.202 -1.05 -0.42 -1.11 -0.816
H -2.811 -4.725 7.757 0.14 0.46 -0.79 0.346
H -1.377 -4.750 8.702 0.58 0.48 -0.37 0.275
H -1.790 -6.125 7.780 0.20 -0.13 -0.49 0.303
H 0.044 -2.894 2.763 0.07 0.06 -0.04 -0.522
H -0.756 -1.413 3.423 -0.07 -0.07 -0.54 -0.483
H -1.677 -2.846 2.890 -0.25 0.04 0.40 0.329
H -1.698 -7.333 4.441 0.29 0.31 0.12 0.331
H -2.586 -6.460 3.168 0.09 -0.45 -0.08 0.275
H -3.184 -6.402 4.753 0.27 0.51 0.57 0.377
C -4.432 3.932 5.310 -2.50 0.48 0.49 -0.828
O -3.055 3.932 5.330 3.15 -1.41 1.03 -0.114
P -2.156 3.148 6.479 -0.46 0.15 0.53 0.784
O -2.920 2.404 7.545 1.25 1.28 -2.19 -0.756
O -1.079 2.270 5.611 -0.49 1.18 2.07 -0.070
C -1.592 1.185 4.861 -1.41 0.03 -0.60 -0.667
O -1.202 4.354 7.035 -3.73 -1.33 -2.92 -0.309
C -0.316 4.095 8.050 0.96 0.86 0.98 -0.710
H -4.774 4.963 5.391 0.00 0.10 0.37 0.284
H -4.868 3.334 6.110 0.13 0.09 0.19 0.384
H -4.923 3.600 4.394 0.83 -0.42 -0.43 0.264
H -1.995 1.717 3.999 0.32 -1.03 -0.84 0.289
H -2.439 0.671 5.315 -0.11 0.23 0.55 0.523
H -0.873 0.378 4.717 0.41 0.68 -0.32 0.050
H -0.074 5.126 8.307 1.21 -0.28 0.26 0.236
H 0.464 3.495 7.581 0.57 0.08 0.95 0.284
H -0.764 3.708 8.965 -0.10 -0.67 -0.27 0.301
C 6.047 4.653 3.791 -0.48 0.14 -0.17 -0.600
O 4.705 4.935 3.412 -3.34 -0.14 1.65 -0.328
P 3.462 4.458 4.453 0.80 0.17 -0.76 0.931
O 3.552 4.787 5.907 0.06 -0.54 -2.35 -0.722
O 3.478 2.858 4.210 -0.72 0.03 0.24 -0.420
C 3.739 2.142 3.005 1.46 -0.29 -0.35 -0.547
O 2.179 5.013 3.652 1.06 -0.43 0.30 -0.276
C 0.849 4.463 3.820 -0.55 0.27 0.15 -0.360
H 6.068 3.963 4.634 0.32 -0.05 -0.04 0.344
H 6.497 5.610 4.055 0.38 -0.27 -0.01 0.235
H 6.442 4.221 2.872 0.67 -0.01 0.36 0.149
H 3.140 1.258 2.786 -1.00 0.54 0.62 0.133
H 4.714 1.675 3.137 0.45 0.28 0.03 0.414
H 3.805 2.725 2.086 -0.28 0.40 0.24 0.451
H 0.816 3.528 4.379 0.25 0.03 -0.12 0.327
H 0.364 4.344 2.851 0.54 -0.31 -0.20 -0.129
H 0.199 5.182 4.318 0.37 0.14 0.38 0.332
C -1.277 6.304 1.141 0.51 1.06 -1.04 -0.585
C -1.403 5.632 -0.256 -0.02 0.56 2.24 0.008
O -2.655 5.035 -0.086 -2.25 -1.91 -0.37 -0.327
S -2.963 4.416 1.413 -0.62 -0.63 -0.29 0.777
O -2.424 3.057 1.643 -1.35 3.39 -0.78 -0.105
O -4.383 4.710 1.695 3.59 -0.71 -0.55 -0.606
O -1.955 5.478 2.073 0.17 -0.93 0.95 -0.297
H -1.769 7.273 1.236 -0.16 0.04 -0.60 0.318
H -0.222 6.518 1.310 0.05 -0.69 0.94 0.384
H -0.652 4.859 -0.415 0.21 0.23 -0.21 0.126
H -1.439 6.418 -1.010 -0.09 -0.44 -0.21 0.340
```
Positions in Å, forces in eV/Å.

electronic energy	-260911.156	eV
HOMO-LUMO gap	8.426	eV
HOMO	-9.817	eV
largest force on an atom	7.7	eV/Å

(2)
ORCA calculation (ωB97M-V/def2-TZVPD) on a cluster of 9 separate species, C29H85N8O8 in total at a distorted geometry.

```
130
Properties=species:S:1:pos:R:3:forces:R:3:mulliken_charge:R:1
N -0.035 -0.595 -1.006 0.64 -0.82 1.60 2.686
H 0.542 -0.819 -0.061 -2.21 0.75 -2.49 -0.513
H 0.468 -1.107 -1.741 -0.11 0.26 -0.08 0.027
H -0.062 0.410 -1.198 0.63 -0.09 0.05 -0.747
H -1.056 -0.834 -1.061 1.05 -0.05 0.81 -0.629
C 3.363 -1.936 2.442 -1.94 -0.67 2.53 -0.938
C 2.413 -2.807 3.432 2.34 0.28 1.76 0.004
C 1.071 -2.074 4.012 -0.65 -0.65 -2.29 0.043
O 1.243 -0.728 4.506 1.29 -2.80 2.83 0.050
C 1.926 -0.887 5.779 -4.61 3.20 4.04 -1.172
N 2.125 -4.103 2.840 -1.46 -0.02 -0.61 -0.592
H 2.834 -1.638 1.594 -1.22 0.57 -1.49 0.040
H 4.232 -2.433 2.052 0.51 -0.52 0.49 0.649
H 3.584 -1.044 3.012 0.53 0.27 -0.05 0.132
H 3.128 -3.168 4.267 -1.07 1.70 -0.40 0.489
H 0.408 -2.830 4.675 1.72 1.92 -1.10 0.349
H 0.463 -1.785 3.114 0.19 -1.14 0.40 -0.634
H 1.844 0.058 6.412 0.77 -0.16 -1.79 0.335
H 2.855 -1.252 5.820 3.77 -1.11 -0.94 0.514
H 1.471 -1.406 6.753 -0.46 -0.43 -2.78 0.292
H 2.990 -4.423 2.476 0.83 -0.23 -0.97 0.245
H 1.975 -4.793 3.554 -0.61 -0.13 0.54 0.245
C -3.128 2.498 -3.642 -4.21 0.44 -0.86 -2.333
C -3.058 2.013 -2.288 -3.72 0.61 3.08 1.444
C -4.490 2.145 -1.610 -2.46 0.01 -1.60 -1.346
O -4.466 1.930 -0.271 1.86 -1.49 3.61 -0.208
C -5.666 1.689 0.389 -2.04 -1.90 -2.52 -0.489
N -2.702 0.608 -2.094 0.97 0.85 -0.03 1.288
H -4.019 2.252 -4.270 0.45 -0.29 0.82 0.325
H -2.351 2.201 -4.133 4.76 -3.06 -3.16 0.519
H -2.937 3.480 -3.900 -0.35 2.94 0.81 0.593
H -2.596 2.794 -1.617 0.78 -1.46 -0.61 -0.201
H -5.470 1.528 -1.958 2.44 1.11 -0.47 0.332
H -4.727 3.162 -1.482 -0.85 2.06 -2.15 0.613
H -6.526 2.392 0.302 0.99 0.40 -0.33 0.337
H -5.456 1.565 1.403 0.28 -0.43 1.57 -0.002
H -6.118 0.720 -0.088 0.62 1.20 1.10 0.252
H -3.419 0.001 -2.509 0.32 0.27 0.08 0.264
H -2.886 0.613 -1.104 0.19 -1.32 0.66 -1.336
C 3.206 -1.437 -2.178 -0.54 -1.55 0.43 -1.773
C 3.794 -0.487 -1.187 2.43 -1.87 -1.04 0.913
C 4.966 0.235 -1.772 2.27 -2.45 10.38 -1.253
O 6.015 -0.688 -1.892 0.34 0.87 -0.52 -0.324
C 7.302 -0.098 -2.115 1.12 -6.28 3.88 -0.877
N 2.832 0.347 -0.637 -2.01 0.73 1.58 0.810
H 3.773 -2.299 -2.524 1.24 0.98 -1.04 0.508
H 2.551 -0.962 -2.878 0.04 0.31 -0.97 0.154
H 2.592 -2.130 -1.667 -1.74 -0.29 1.32 0.250
H 4.359 -1.079 -0.452 -0.87 -0.06 0.52 0.076
H 5.035 1.127 -0.932 1.12 -1.80 -1.61 0.050
H 4.742 0.702 -2.518 -2.17 5.06 -9.26 1.173
H 7.392 0.490 -2.890 -0.04 3.16 -4.29 0.394
H 8.057 -1.091 -2.346 -1.97 3.00 0.98 0.199
H 7.551 0.437 -1.196 0.56 -0.11 -0.07 0.306
H 2.627 1.176 -1.143 -0.35 0.46 -1.66 -0.374
H 3.122 0.810 0.210 0.74 -0.66 0.35 -0.239
C -2.850 -1.867 2.313 2.11 -4.80 0.88 -1.376
C -3.240 -0.533 1.860 3.13 2.71 2.68 1.138
C -3.530 0.447 3.082 -0.80 -0.36 -2.68 -0.858
O -4.775 0.062 3.588 0.34 -0.67 1.18 -0.430
C -5.230 0.960 4.545 -0.75 1.08 -0.34 -0.852
N -2.113 0.164 1.158 -2.09 1.40 -1.88 0.350
H -3.730 -2.432 2.684 0.38 0.30 -0.29 0.542
H -1.997 -2.218 3.069 -1.61 2.15 -0.76 -0.039
H -2.374 -2.485 1.491 -1.08 0.69 0.09 0.000
H -4.082 -0.676 1.224 -0.68 0.55 -0.57 0.010
H -3.715 1.422 2.570 0.61 -0.08 0.61 0.413
H -2.640 0.521 3.771 -1.04 -0.31 -0.30 0.429
H -6.018 0.615 5.127 -2.12 -1.65 0.27 0.373
H -5.684 1.847 4.060 0.92 0.19 0.35 0.272
H -4.605 1.107 5.403 1.57 0.88 -0.14 0.322
H -1.352 0.493 1.746 -0.06 -0.38 0.29 -0.565
H -2.594 1.072 0.824 1.24 -1.62 0.51 0.125
C -2.171 -2.991 -4.913 2.16 3.55 -2.14 -1.869
C -1.523 -2.391 -3.678 -2.67 2.97 0.00 1.379
C -2.271 -2.902 -2.452 -2.31 0.13 1.70 0.020
O -3.561 -2.168 -2.289 0.57 0.82 0.07 -0.339
C -4.465 -2.548 -1.244 -2.06 2.23 -0.42 -0.573
N -0.199 -2.875 -3.610 4.36 4.17 -2.45 -0.516
H -3.199 -3.026 -5.017 -2.35 1.29 -0.12 0.477
H -2.010 -3.976 -5.112 1.42 -3.31 0.45 0.583
H -1.605 -2.528 -5.823 -1.55 -0.35 1.21 0.377
H -1.638 -1.164 -3.625 0.57 -3.04 -0.40 -0.633
H -1.691 -2.729 -1.436 -0.96 -1.24 -2.10 -0.848
H -2.710 -3.906 -2.789 1.51 0.44 1.51 0.577
H -5.589 -1.958 -1.399 3.25 -2.16 -0.14 0.147
H -4.267 -2.288 -0.202 1.00 0.80 -0.12 0.025
H -4.463 -3.597 -1.162 -0.94 -1.63 -0.47 0.541
H 0.359 -2.734 -4.627 -1.88 0.42 3.35 0.314
H -0.337 -3.782 -3.779 -0.22 -5.12 0.11 0.324
C -0.017 3.748 -0.987 -1.04 -1.83 1.98 -0.519
C 1.201 3.844 -1.838 -0.29 -0.30 -2.33 0.681
C 1.233 3.149 -3.249 0.42 0.87 1.84 -1.038
O 1.180 1.772 -3.154 -2.27 -1.86 -1.96 0.162
C 0.709 1.214 -4.433 4.63 -1.24 -0.15 -0.840
N 1.472 5.195 -2.066 -2.77 3.42 -1.59 -0.770
H 0.097 4.170 0.077 0.10 -0.75 -1.66 0.233
H -0.413 2.693 -0.950 0.76 0.60 0.46 -0.478
H -0.914 4.213 -1.377 0.21 0.83 -0.61 0.578
H 2.138 3.589 -1.513 1.85 -1.96 2.47 0.067
H 2.273 3.306 -3.576 -0.56 1.02 -0.73 0.282
H 0.413 3.597 -3.824 0.32 -0.16 -0.48 0.417
H 0.866 0.144 -4.343 -0.27 -0.29 0.27 0.069
H 1.400 1.432 -5.344 -0.73 0.34 1.70 0.312
H -0.244 1.367 -4.793 -2.46 1.02 0.16 0.343
H 0.821 5.489 -2.834 0.61 0.36 1.06 0.306
H 2.356 5.454 -2.409 1.49 -0.15 -0.26 0.268
C 0.354 2.392 3.613 -1.81 7.10 -4.34 -1.787
C 1.241 2.157 2.390 0.08 -0.84 0.63 0.854
C 2.699 2.226 2.724 2.47 -0.28 1.78 -0.784
O 3.496 1.676 1.612 1.76 1.57 2.55 -0.504
C 4.901 1.872 2.008 0.54 0.07 1.60 -0.953
N 0.976 0.901 1.667 -2.60 -0.72 3.48 2.480
H 0.349 1.668 4.281 0.49 -3.01 3.57 0.390
H -0.707 2.491 3.219 0.97 -0.50 0.33 0.281
H 0.446 3.598 3.958 0.34 -3.60 -0.25 0.317
H 1.066 2.857 1.630 -0.49 1.60 -0.77 0.100
H 2.906 1.561 3.688 -0.28 1.19 -1.82 0.163
H 3.167 3.274 2.937 -1.32 -1.56 -0.25 0.372
H 5.101 1.559 3.089 -0.63 -0.97 -1.34 0.342
H 5.195 2.935 2.299 -0.62 -0.61 -1.81 0.321
H 5.611 1.336 1.311 -1.03 0.88 0.71 0.303
H 1.097 0.094 2.325 0.03 0.94 -0.69 -0.232
H 1.702 0.868 1.053 1.92 -0.80 -2.23 -1.521
C -0.116 -4.313 0.180 -3.60 -2.42 3.76 -1.074
O 0.430 -3.168 0.773 -2.38 1.65 -5.73 0.025
H 0.147 -4.562 -0.769 0.90 0.46 -3.14 0.456
H -1.344 -4.472 0.266 2.83 1.10 -0.26 0.160
H 0.187 -5.261 0.703 0.11 0.94 0.12 0.317
H 0.727 -3.412 1.569 2.21 -1.65 5.00 0.139
```
Positions in Å, forces in eV/Å.

ΔE to the lowest compared entry with this formula, charge and spin	0.00	kJ/mol
electronic energy	-59729.132	eV
HOMO-LUMO gap	9.960	eV
HOMO	-11.299	eV
largest force on an atom	10.9	eV/Å
charge	+1